(1)
Formula: C18H54O9
Source: the OMol25 dataset
Level of theory: the ωB97M-V functional and the def2-TZVPD basis

Properties
structure (SMILES): CC(C)O.CC(C)O.CC(C)O.CC(C)O.CCO.CCO.CCO.O.O
total charge: 0
Kohn-Sham gap: 9.64 eV

XYZ file:
```
81
C18H54O9 the ωB97M-V functional and the def2-TZVPD basis
C -2.3357 2.7916 -5.2201
C -2.6602 2.7885 -3.7428
C -1.6515 1.9914 -2.9540
O -2.6702 4.1319 -3.2068
H -2.4147 1.7798 -5.6194
H -1.3263 3.1731 -5.3796
H -3.0261 3.4179 -5.7913
H -3.6619 2.3788 -3.5545
H -1.8881 1.8273 -1.8995
H -0.6824 2.4982 -2.9107
H -1.5288 1.0013 -3.3990
H -2.9545 4.7664 -3.8715
C 6.9223 0.9319 3.7703
C 5.4542 0.6508 3.5594
C 4.9570 1.0455 2.1912
O 5.1951 -0.7713 3.6698
H 7.2628 0.5130 4.7173
H 7.0729 2.0135 3.7665
H 7.5247 0.4954 2.9733
H 4.8718 1.1689 4.3289
H 5.1805 2.0791 1.9187
H 3.8795 0.8956 2.1236
H 5.4482 0.4414 1.4230
H 5.0635 -0.9856 4.5967
C -4.6843 -2.9888 -0.7802
C -3.5392 -2.0328 -0.5137
C -3.2619 -1.1632 -1.7106
O -3.8766 -1.1329 0.5625
H -4.3463 -3.8174 -1.4065
H -5.5099 -2.4507 -1.2421
H -5.0532 -3.4510 0.1405
H -2.6221 -2.5564 -0.2275
H -4.0369 -0.4474 -1.9754
H -3.1410 -1.8286 -2.5757
H -2.3058 -0.6497 -1.6055
H -3.9826 -1.6523 1.3653
C 2.4272 -2.3111 1.1511
C 3.5288 -3.2625 1.5519
C 3.6050 -4.4576 0.6339
O 4.7980 -2.6209 1.5643
H 1.4602 -2.8087 1.3029
H 2.4726 -2.0332 0.0957
H 2.4300 -1.4147 1.7725
H 3.2744 -3.5929 2.5728
H 2.7361 -5.0954 0.7890
H 4.5266 -5.0067 0.8128
H 3.6157 -4.1165 -0.4048
H 4.7894 -1.9484 2.2604
C 0.1999 -2.4660 -2.1111
C 0.8857 -3.6738 -2.7358
O 0.1984 -4.8872 -2.4339
H 0.0624 -2.5880 -1.0347
H -0.8116 -2.3393 -2.5156
H 0.6828 -1.5119 -2.3321
H 1.9114 -3.7605 -2.3907
H 0.8705 -3.5562 -3.8264
H -0.6897 -4.8168 -2.7954
C 0.1292 0.4509 0.3226
C -0.7752 0.6326 1.5411
O -0.4816 1.8516 2.2244
H 1.1563 0.1635 0.5273
H 0.1015 1.3676 -0.2757
H -0.3191 -0.2907 -0.3507
H -0.6302 -0.2106 2.2228
H -1.8070 0.7030 1.2044
H 0.1597 1.7002 2.9274
C -4.1573 2.5343 0.2464
C -4.4021 4.0211 -0.0005
O -3.2190 4.6863 -0.4390
H -3.7706 2.0212 -0.6350
H -5.0747 2.0262 0.5497
H -3.4341 2.4314 1.0602
H -4.7382 4.4721 0.9327
H -5.1924 4.1431 -0.7514
H -3.1929 4.6278 -1.4042
O -0.4540 4.1545 0.3668
H -1.4176 4.2322 0.3345
H -0.2927 3.4510 1.0096
O 1.0208 0.8978 4.6222
H 0.3114 0.6554 5.2245
H 1.8337 0.6926 5.0927
```

---

(2)
Formula: C18H54O9
Source: the OMol25 dataset
Level of theory: the ωB97M-V functional and the def2-TZVPD basis

Properties
structure (SMILES): CCO.CCO.CCO.CCO.CCO.CCO.CCO.CCO.CCO
total charge: 0
Kohn-Sham gap: 9.61 eV

XYZ file:
```
81
C18H54O9 the ωB97M-V functional and the def2-TZVPD basis
C 2.9580 3.0148 0.4618
C 1.9863 3.5736 -0.5824
O 0.9716 2.5856 -0.7444
H 2.4613 2.8328 1.4163
H 3.7961 3.6830 0.6566
H 3.3066 2.0573 0.0762
H 2.5649 3.7047 -1.5028
H 1.5377 4.5220 -0.2779
H 0.2788 2.9551 -1.3311
C 1.1169 -3.1608 -3.6083
C -0.2150 -2.4730 -3.8204
O -0.9979 -3.1461 -4.8027
H 1.7045 -3.1170 -4.5294
H 1.0064 -4.2118 -3.3429
H 1.6790 -2.6740 -2.8052
H -0.0491 -1.4447 -4.1666
H -0.7633 -2.4645 -2.8731
H -0.9698 -2.6922 -5.6435
C 1.9904 1.6379 -3.8446
C 2.6568 0.5882 -2.9746
O 4.0402 0.4327 -3.3041
H 1.0163 1.8716 -3.4098
H 1.8145 1.3152 -4.8741
H 2.6092 2.5351 -3.8839
H 2.0835 -0.3417 -3.0129
H 2.6893 0.9279 -1.9409
H 4.1035 -0.0813 -4.1164
C -1.6362 -1.1403 0.4498
C -0.6735 -0.2656 -0.3136
O 0.3902 0.1605 0.5104
H -2.4784 -1.4560 -0.1699
H -2.0420 -0.6500 1.3364
H -1.1539 -2.0594 0.7927
H -1.2121 0.5910 -0.7427
H -0.3320 -0.8286 -1.1946
H 0.7367 0.9686 0.0894
C -1.2552 -1.1966 5.6654
C -1.5242 -1.7733 4.2926
O -1.6188 -3.1903 4.3646
H -1.2367 -0.1080 5.5462
H -0.3819 -1.6338 6.1379
H -2.1165 -1.3208 6.3299
H -0.6903 -1.5464 3.6164
H -2.4510 -1.3733 3.8652
H -2.1233 -3.5377 3.6060
C -4.4158 -5.0404 3.7475
C -3.4291 -5.3530 2.6485
O -2.9937 -4.0884 2.0720
H -4.0416 -4.2597 4.4041
H -4.5929 -5.9246 4.3605
H -5.3521 -4.7277 3.2841
H -3.8304 -5.9919 1.8606
H -2.5286 -5.8473 3.0295
H -2.4960 -4.2775 1.2694
C 3.8423 -1.0341 1.1867
C 3.4474 -1.9363 0.0188
O 2.0380 -2.1103 -0.0404
H 4.8987 -0.7672 1.0680
H 3.7376 -1.5946 2.1145
H 3.2811 -0.1043 1.2539
H 3.9452 -2.9024 0.1309
H 3.8023 -1.5722 -0.9558
H 1.6063 -1.2798 0.2183
C -1.9243 3.1957 1.9377
C -1.1508 2.6537 3.1295
O -1.3913 3.4760 4.2878
H -1.8383 2.4905 1.1033
H -1.5431 4.1815 1.6678
H -2.9909 3.2807 2.1477
H -0.0762 2.6976 2.9412
H -1.5269 1.6670 3.3951
H -0.7741 4.2091 4.3071
C -0.0574 4.6319 -4.1664
C -1.3137 4.3886 -3.3489
O -1.1235 3.3407 -2.3912
H -0.1866 5.3647 -4.9599
H 0.3043 3.7014 -4.6065
H 0.7858 4.9886 -3.5674
H -2.1275 4.0582 -3.9981
H -1.5687 5.3398 -2.8723
H -1.9928 3.0751 -2.0786
```

---

(3)
Formula: C18H54O9S6
Source: the OMol25 dataset
Level of theory: the ωB97M-V functional and the def2-TZVPD basis

Properties
total charge: 0
Kohn-Sham gap: 7.57 eV

XYZ file:
```
87
C18H54O9S6 the ωB97M-V functional and the def2-TZVPD basis
C 9.6470 4.6930 6.2360
C 9.6580 5.9630 5.4780
O 8.4260 6.2080 4.8890
H 10.4560 4.3900 7.0190
H 9.4470 3.8610 5.6390
H 9.0460 4.6850 6.9770
H 10.3410 6.2370 4.7020
H 9.8770 6.9100 6.3200
H 8.2430 7.0840 4.7090
C 12.9060 3.9870 -2.2970
C 11.9970 3.2960 -1.3570
O 12.7080 3.2890 -0.0940
H 12.5290 3.9730 -3.2640
H 13.9830 3.6060 -2.4250
H 13.1630 5.0000 -2.0100
H 11.8470 2.2820 -1.7040
H 10.9750 3.6910 -1.3720
H 12.0210 3.0090 0.5660
C 11.3650 3.8270 2.2620
C 10.1660 3.3500 1.4530
O 10.4480 2.2410 0.7510
H 11.1600 4.7850 2.9640
H 12.2680 4.1560 1.7930
H 11.9230 3.1010 2.8320
H 10.0850 3.9820 0.6670
H 9.1750 3.3390 1.9920
H 10.2180 1.4110 1.2200
C 6.1150 1.0560 -1.6650
S 7.3770 2.1900 -2.0540
O 6.8430 3.3200 -3.0320
C 7.8420 2.8590 -0.4470
H 5.1290 1.1850 -0.8940
H 6.5830 0.2420 -1.3120
H 5.7050 0.6460 -2.6430
H 8.3730 3.8530 -0.4550
H 8.5590 2.1760 -0.1330
H 7.0130 2.9840 0.2510
C 12.0950 -0.3690 -1.0560
S 10.5690 0.0400 -0.1660
O 9.7240 0.5350 -1.2690
C 9.9790 -1.5450 -0.0850
H 12.5690 0.5190 -1.0660
H 11.9030 -0.6520 -2.0230
H 12.7220 -1.1080 -0.5180
H 10.5370 -2.1070 0.6360
H 9.6240 -1.8630 -1.0130
H 9.0190 -1.5380 0.5820
C 3.8830 2.8260 2.5650
S 4.5030 4.0700 3.6840
O 4.1040 3.5850 5.1140
C 6.1990 3.6610 3.6790
H 4.3110 2.8500 1.6360
H 2.8620 2.6030 2.6570
H 4.3640 2.0170 3.0270
H 6.4200 2.5570 3.8540
H 6.6290 4.3400 4.4870
H 6.5550 3.8930 2.8330
C 15.5650 1.8210 1.6550
S 14.7500 0.4720 2.4070
O 14.0770 0.9540 3.6860
C 13.3480 0.2370 1.3740
H 16.3420 2.3110 2.5790
H 14.9070 2.6910 1.4240
H 16.0390 1.3230 0.9110
H 12.7680 -0.2690 1.9480
H 13.6520 -0.2180 0.4960
H 12.8330 1.2700 1.1160
C 5.5900 8.2670 1.2020
S 6.5230 6.8100 1.7980
O 6.0750 5.5820 0.9650
C 8.0220 7.0470 0.7610
H 6.1240 9.1620 1.3140
H 4.4300 8.2200 1.5490
H 5.7550 8.3550 0.0640
H 8.4410 8.0510 1.0880
H 8.0480 7.4700 -0.2580
H 8.7280 6.2610 0.8290
C 10.5370 0.7920 4.3370
S 9.2200 0.3450 3.2240
O 9.4550 1.0640 1.9200
C 10.0360 -1.2020 2.8810
H 10.3930 0.1250 5.2300
H 10.3570 1.8020 4.7690
H 11.4790 0.9560 4.0720
H 9.4560 -1.8370 2.1780
H 10.0160 -1.9660 3.7000
H 11.1350 -1.0560 2.4870
```

---

(4)
Formula: C18H56F2N3O14S2
Source: the OMol25 dataset
Level of theory: the ωB97M-V functional and the def2-TZVPD basis

Properties
total charge: -1
Kohn-Sham gap: 8.92 eV

XYZ file:
```
95
C18H56F2N3O14S2 the ωB97M-V functional and the def2-TZVPD basis
N 0.3523 -1.0214 -0.9841
S 0.2261 -2.5672 -1.2019
O -1.1181 -3.0131 -1.3060
O 1.0912 -3.3021 -0.3404
F 0.8399 -2.8444 -2.6458
S 0.4229 0.0432 -2.1245
O 1.6691 0.0070 -2.8085
O -0.0772 1.3490 -1.7468
F -0.5422 -0.5107 -3.2238
C 0.8933 3.9514 -3.5950
C 2.1474 3.5945 -2.8472
O 2.1879 4.1439 -1.5825
H 0.8099 3.4146 -4.5478
H 0.7763 4.9704 -3.7536
H 0.0408 3.6149 -3.0257
H 2.8962 3.9304 -3.5121
H 2.2092 2.5808 -2.6342
H 1.3203 3.9736 -1.1282
C -1.4758 5.4457 1.0048
C -0.1299 4.8373 1.0317
O 0.0051 3.9569 -0.0507
H -1.8795 6.1141 1.8182
H -2.2050 4.6696 0.8146
H -1.4947 6.0558 0.0793
H -0.0685 4.2956 1.9557
H 0.6491 5.6274 0.9642
H -0.3938 3.1132 0.1895
C -3.4391 4.1007 -3.4946
C -2.7661 3.6040 -2.2572
O -3.6737 3.8074 -1.1873
H -3.6771 5.1893 -3.5305
H -4.3527 3.5472 -3.6658
H -2.8433 3.9481 -4.3590
H -1.8487 4.1264 -1.9839
H -2.6303 2.5825 -2.3469
H -3.1260 3.4646 -0.5183
C -2.4478 1.6650 2.4155
C -1.3601 1.3486 1.3904
O -1.8437 1.6611 0.1032
H -2.5591 2.7162 2.6102
H -2.1363 1.2601 3.3588
H -3.3634 1.2023 2.2071
H -1.1642 0.2839 1.4333
H -0.4910 1.9660 1.5902
H -1.0815 1.5226 -0.5194
C 3.4506 -3.4672 3.8186
C 2.5392 -3.6061 2.5513
O 3.2722 -3.5812 1.3675
H 4.3264 -4.0659 3.6840
H 3.0237 -3.9218 4.6596
H 3.8210 -2.4641 4.0117
H 1.7649 -2.8553 2.4786
H 1.9897 -4.5520 2.5337
H 2.5999 -3.4757 0.6828
C 2.4509 1.2643 1.1778
C 2.2300 -0.1811 1.5867
O 2.6225 -0.4007 2.8966
H 2.0784 1.5064 0.1467
H 3.5263 1.4679 1.2401
H 2.0044 2.0383 1.8054
H 2.8911 -0.7503 0.9762
H 1.1761 -0.4969 1.3624
H 3.2502 -1.1152 2.9240
C 5.4592 -2.2543 -1.1813
C 4.3113 -1.6539 -1.7843
O 4.2773 -0.3089 -1.4418
H 6.3374 -2.1083 -1.8048
H 5.4217 -3.3102 -0.9961
H 5.6648 -1.8565 -0.1762
H 3.5228 -2.1572 -1.3206
H 4.2201 -1.8019 -2.8845
H 3.4984 0.1177 -1.8555
C -0.0291 -5.6700 1.6121
C -1.4460 -6.0844 1.1653
O -2.4933 -5.7687 2.0508
H 0.6570 -5.9082 0.8224
H 0.3439 -6.2148 2.4217
H 0.0822 -4.6753 1.8259
H -1.5048 -7.1175 0.9900
H -1.6183 -5.5324 0.2888
H -2.7674 -4.8722 1.8425
C -4.1625 -0.5405 -1.2673
O -4.9920 -0.9849 -2.3018
N -3.0523 -1.1483 -1.0346
N -4.3799 0.5472 -0.5649
H -2.7579 -1.9928 -1.5277
H -2.3815 -0.8949 -0.3802
H -5.2652 1.1771 -0.7771
H -3.6758 1.1417 -0.0992
C -2.4313 -2.6843 2.2244
O -3.6345 -3.3216 1.7931
H -2.6093 -1.6282 2.0057
H -1.6146 -2.9761 1.5848
H -2.1756 -2.7353 3.3178
H -4.1708 -2.5521 1.5039
```

---

(5)
Formula: C18H56O10
Source: the OMol25 dataset
Level of theory: the ωB97M-V functional and the def2-TZVPD basis

Properties
structure (SMILES): CC(C)O.CC(C)O.CC(C)O.CC(C)O.CC(C)O.CC(C)O.O.O.O.O
total charge: 0
Kohn-Sham gap: 10.28 eV

XYZ file:
```
84
C18H56O10 the ωB97M-V functional and the def2-TZVPD basis
C 5.0405 -6.0252 -2.8778
C 4.4926 -6.4197 -1.4929
C 5.5543 -6.2754 -0.3961
O 3.2571 -5.8345 -1.1902
H 5.7348 -5.1900 -2.7860
H 4.2961 -5.9111 -3.6658
H 5.7338 -6.8427 -3.0759
H 4.3330 -7.4978 -1.5103
H 6.5160 -6.7033 -0.6793
H 5.1820 -6.6208 0.5683
H 5.7576 -5.2334 -0.1493
H 2.9332 -6.3836 -0.4724
C -1.3470 -2.3084 0.0235
C -0.7216 -1.3042 -1.0125
C -1.1068 0.1450 -0.6511
O 0.6231 -1.5041 -0.8950
H -1.1849 -1.9742 1.0482
H -1.1237 -3.3386 -0.2540
H -2.4365 -2.3382 0.0446
H -1.0794 -1.4637 -2.0297
H -0.5985 0.3209 0.2969
H -2.1898 0.2570 -0.5991
H -0.8919 0.8817 -1.4252
H 0.6226 -2.4637 -0.8656
C -7.9170 0.4356 -0.6834
C -7.9918 1.7411 -1.5123
C -8.7026 1.4881 -2.7696
O -8.5131 2.7658 -0.7828
H -7.1318 -0.2628 -0.9731
H -8.8853 -0.0584 -0.7636
H -7.7931 0.6679 0.3743
H -7.0321 2.1514 -1.8268
H -8.6559 2.3199 -3.4724
H -9.7789 1.4140 -2.6141
H -8.2991 0.6762 -3.3747
H -9.3271 2.5780 -0.3098
C 3.8967 7.2199 -3.6672
C 3.5386 5.7617 -4.0605
C 2.9235 4.8346 -2.9312
O 2.5170 5.8557 -4.9873
H 4.4253 7.7417 -4.4649
H 4.5314 7.2394 -2.7813
H 3.0072 7.8469 -3.6056
H 4.4044 5.2803 -4.5152
H 1.9304 5.1441 -2.6056
H 3.5008 4.6635 -2.0226
H 2.8412 3.8269 -3.3385
H 2.9455 6.1828 -5.7816
C -3.6573 3.4369 4.2045
C -4.2260 4.5965 3.4185
C -5.6438 4.9916 3.7221
O -3.3274 5.7051 3.5557
H -4.1732 2.5024 3.9836
H -3.7086 3.5354 5.2888
H -2.5975 3.4037 3.9519
H -4.3662 4.1978 2.4138
H -6.0062 5.7001 2.9772
H -5.5232 5.4129 4.7201
H -6.3094 4.1292 3.6860
H -3.6229 6.3780 2.9380
C 2.4727 0.3535 6.4601
C 3.5069 -0.4118 5.6657
C 3.4748 0.1961 4.2095
O 4.7863 -0.1195 6.0740
H 2.5789 1.4383 6.4667
H 2.3915 -0.0846 7.4549
H 1.5353 0.1363 5.9480
H 3.3467 -1.4887 5.6122
H 4.0860 -0.3109 3.4628
H 3.6950 1.2634 4.1891
H 2.5020 0.1102 3.7254
H 4.9908 -0.3786 6.9755
O -0.2618 -7.5031 -2.9597
H -0.0503 -8.3932 -3.2411
H 0.5817 -7.1215 -2.7164
O 0.1174 -7.7173 1.6728
H -0.6681 -7.7649 1.1280
H -0.2062 -7.4719 2.5396
O 5.3544 -0.4468 -1.5855
H 5.4831 -1.1270 -2.2465
H 4.4760 -0.6095 -1.2416
O 4.0770 -1.4791 -5.0090
H 3.2692 -1.8859 -5.3224
H 3.7919 -0.6593 -4.6055
```

---

Q: Look up the Kohn-Sham gap of the fourth one.
A: 8.92 eV